Record 1
12
Properties=species:S:1:pos:R:3:forces:R:3 method="wB97M-V/def2-TZVPD" largest_force_ha_per_bohr=0.116 e_lumo_ev=0.108 multiplicity=1 homo_ha=-0.3199 de_lowest_kcal_mol=75.3 energy_ev=-10169.573 homo_lumo_gap_ha=0.3239
C 2.03514 -0.26526 -0.25301 1.421 3.599 2.655
C 0.00380 -0.64761 -0.01411 -1.301 -4.010 0.649
C -2.07086 0.09570 -0.21689 0.483 0.126 1.679
C 0.03063 0.66033 0.03812 -2.881 3.394 -1.295
H 3.16810 -0.08014 -0.02356 -2.186 -1.344 -1.024
H -1.78397 -2.00109 0.26679 0.971 2.008 -0.742
H -3.09517 0.23261 0.01186 -1.161 -0.570 -0.536
H 1.87930 2.09561 0.68113 -2.313 -4.414 -3.308
N 1.24346 -1.30253 -0.17988 -0.434 1.893 -0.025
N -1.37993 -1.04874 0.02605 0.992 -2.280 -0.574
N -1.36487 1.16974 -0.25133 3.678 0.695 0.899
N 1.33438 1.09137 -0.08518 2.732 0.903 1.623

---

Record 2
71
Properties=species:S:1:pos:R:3:forces:R:3 method="wB97M-V/def2-TZVPD" largest_force_ha_per_bohr=0.009 e_lumo_ev="-5.708 / -7.089" multiplicity=5 homo_ha="-0.5045 / -0.5585" de_lowest_kcal_mol=28.2 total_charge=+2 energy_ev=-106620.818 s2=6.016 homo_lumo_gap_ha="0.2948 / 0.2980"
Ru -0.37668 -0.39873 1.55185 -0.130 0.202 0.412
N -1.14395 -1.49498 3.34735 0.155 0.074 -0.054
C -0.23051 -1.33916 4.51458 0.095 -0.046 -0.040
C 0.31782 0.07931 4.60256 -0.005 0.000 -0.048
N 0.82878 0.58452 3.31138 0.045 -0.130 0.027
C 2.22842 0.26403 2.97881 -0.047 -0.024 -0.034
C 2.40545 -1.17907 2.53166 -0.097 -0.071 0.054
N 1.41602 -1.55815 1.47673 0.035 -0.224 0.048
H -2.05766 -1.11747 3.58112 -0.064 0.070 0.024
H -1.29600 -2.48528 3.18048 -0.003 -0.129 -0.011
H 0.56661 -2.07264 4.40489 -0.039 0.029 -0.021
H -0.74570 -1.57718 5.44422 -0.036 -0.008 0.041
H 1.08874 0.11644 5.37659 0.022 -0.009 0.017
H -0.48025 0.75135 4.91696 -0.045 0.035 -0.007
H 0.71925 1.59001 3.29555 0.032 0.067 -0.007
H 2.89635 0.45544 3.82086 0.043 0.000 0.063
H 2.51858 0.93159 2.16814 0.005 0.046 -0.039
H 2.29325 -1.87226 3.36387 -0.019 0.048 -0.038
H 3.41637 -1.31549 2.15187 0.067 0.006 -0.019
H 1.28128 -2.56754 1.49400 -0.015 0.001 0.037
H 1.81748 -1.36953 0.56299 -0.018 0.017 0.023
C -2.72278 0.99179 -1.67483 -0.013 -0.008 0.022
C -1.61412 -0.00195 -2.04267 0.008 -0.123 -0.028
C -1.91391 -1.30349 -1.27281 -0.035 0.079 -0.118
C -1.69542 -0.28274 -3.54999 0.005 0.003 -0.037
P 0.03926 0.69652 -1.49791 0.028 0.120 -0.219
N 0.15044 0.56140 0.11687 -0.122 0.006 0.047
C 1.45475 -0.28818 -2.22480 0.013 -0.008 -0.121
C 2.73176 -0.05743 -1.38811 0.055 -0.027 0.013
C 1.10491 -1.78424 -2.15058 0.072 -0.071 0.046
C 1.75491 0.05714 -3.69265 0.035 -0.016 0.004
C 0.20060 2.52135 -1.85657 0.000 0.058 -0.155
C 1.66168 2.93634 -1.62007 0.040 -0.025 0.042
C -0.66008 3.33373 -0.87176 0.026 0.009 0.028
C -0.18299 2.89748 -3.29639 -0.008 -0.023 0.006
H -3.68418 0.50625 -1.86034 0.031 0.025 0.020
H -2.69649 1.89236 -2.28002 0.002 0.038 -0.020
H -2.67290 1.27482 -0.62365 0.013 0.039 0.009
H -2.96515 -1.55630 -1.42801 0.040 -0.019 -0.023
H -1.77533 -1.16803 -0.19245 -0.069 -0.033 0.089
H -1.31471 -2.15069 -1.59035 -0.063 0.022 0.009
H -2.72428 -0.56780 -3.78415 0.037 0.007 -0.001
H -1.05571 -1.10740 -3.85897 -0.043 0.057 -0.020
H -1.45448 0.59016 -4.15630 -0.013 -0.019 0.029
H 2.52703 0.08379 -0.32378 0.027 0.060 -0.094
H 3.29081 0.81299 -1.71833 -0.006 0.008 0.012
H 3.38805 -0.92356 -1.50790 -0.023 0.050 -0.008
H 0.77073 -2.10232 -1.15974 0.055 0.016 -0.003
H 2.00228 -2.35513 -2.39960 -0.036 0.025 -0.006
H 0.33695 -2.06724 -2.86566 0.046 -0.015 0.014
H 2.14908 1.06546 -3.80614 -0.022 -0.041 -0.015
H 0.89082 -0.05608 -4.34709 0.028 -0.008 0.051
H 2.52607 -0.63178 -4.04845 -0.032 0.034 0.011
H 2.01478 2.65914 -0.62451 -0.009 0.008 -0.033
H 1.71295 4.02381 -1.70041 0.001 -0.039 0.013
H 2.33732 2.53142 -2.36949 0.002 0.011 0.032
H -0.57889 2.95971 0.14868 0.013 0.013 0.013
H -1.70661 3.37103 -1.15704 -0.048 -0.042 0.006
H -0.29113 4.36149 -0.88110 -0.030 -0.037 -0.006
H 0.41659 2.38394 -4.04756 -0.030 0.012 0.039
H -0.00579 3.96885 -3.41754 -0.007 -0.033 0.002
H -1.23587 2.72202 -3.51227 0.021 0.005 0.004
Cl -0.84636 -6.99136 2.67682 0.057 -0.023 -0.053
Si 0.02744 -5.21979 2.30008 -0.249 -0.003 0.106
Cl 1.49736 -4.80784 3.66937 0.081 0.059 0.003
Cl 0.82677 -5.10805 0.41881 0.051 0.030 -0.061
Cl -2.23380 1.33893 2.24246 0.095 -0.030 -0.093
C -3.98912 1.39315 1.73283 0.206 -0.127 0.109
Cl -5.02923 1.26434 3.11483 -0.041 -0.012 0.013
H -4.12665 0.55834 1.06182 -0.086 -0.073 -0.078
H -4.10103 2.34844 1.24098 -0.088 0.107 -0.030

---

Record 3
202
Properties=species:S:1:pos:R:3:forces:R:3 method="wB97M-V/def2-TZVPD" largest_force_ha_per_bohr=0.070 e_lumo_ev=0.234 multiplicity=1 homo_ha=-0.3655 de_lowest_kcal_mol=0.0 energy_ev=-182229.218 homo_lumo_gap_ha=0.3741
O -6.56521 -0.21610 -0.90515 0.340 -1.055 -0.253
C -5.86146 -1.14396 -1.26101 0.113 1.103 0.291
O -6.29941 -2.32609 -1.70017 -1.016 -0.359 0.491
C -7.74988 -2.49310 -1.66918 0.369 1.843 -0.444
C -8.14477 -3.80752 -2.15003 0.221 -3.071 -0.441
C -4.35856 -1.07865 -1.33298 -0.632 1.493 -0.135
H -8.16158 -1.76126 -2.39343 0.200 0.013 0.707
H -8.16049 -2.30263 -0.66359 0.415 0.172 -0.394
H -7.99891 -4.65057 -1.41323 -0.069 0.925 -0.661
H -7.69309 -4.15090 -3.11402 -0.018 0.579 0.756
H -9.19719 -3.73961 -2.36809 -0.597 -0.182 0.079
H -3.96365 -2.04794 -1.42411 0.620 -1.273 -0.035
H -3.97268 -0.58471 -0.42561 -0.048 0.085 -0.627
H -4.13218 -0.51694 -2.26709 0.179 -0.099 0.759
O 2.93862 -0.40336 -3.67324 -0.049 -0.374 -0.060
C 2.72842 -0.62173 -4.84527 -0.109 0.138 0.840
O 2.84374 -1.84126 -5.40501 0.191 1.108 -0.362
C 2.88501 -2.96257 -4.51882 1.841 -1.406 -2.668
C 1.51790 -3.24395 -4.13336 -2.027 -0.956 1.920
C 2.37302 0.47626 -5.79480 -0.428 0.112 -0.505
H 3.68843 -2.91072 -3.82059 0.046 0.769 1.256
H 3.30290 -3.79557 -5.16735 -0.795 0.810 0.351
H 0.85687 -3.35125 -4.97654 0.054 -0.174 -0.647
H 1.04876 -2.43689 -3.55730 0.368 -0.038 0.181
H 1.43146 -4.18283 -3.54601 0.107 0.491 -0.244
H 1.70769 0.11364 -6.58424 0.136 0.003 0.105
H 3.32048 0.74263 -6.26086 -0.023 0.369 -0.169
H 1.90496 1.35836 -5.29915 0.592 -0.843 -0.121
O 3.84111 5.66362 -0.25928 -0.556 0.183 1.011
C 3.28039 5.15251 0.69392 1.631 -0.861 -1.924
O 3.65058 3.91407 1.10505 -0.733 -0.192 0.541
C 4.94933 3.38845 0.77809 0.208 1.200 -1.576
C 5.15319 2.75631 -0.61665 1.591 0.429 0.846
C 2.15502 5.70000 1.48340 -0.353 -0.699 0.775
H 5.09503 2.60980 1.49847 0.371 -0.118 0.706
H 5.64261 4.26377 0.85512 -0.249 -0.983 0.240
H 4.72326 1.79149 -0.75901 -0.665 -0.388 0.189
H 6.26548 2.62100 -0.72585 -0.857 0.036 0.181
H 4.87978 3.39592 -1.41549 -0.493 0.798 -0.659
H 1.25775 5.02756 1.32531 0.806 0.939 0.273
H 2.02358 6.74072 1.20483 -0.394 -0.093 -0.091
H 2.47190 5.64632 2.54989 -0.488 -0.005 -0.591
O -0.29845 4.34987 -3.48443 0.212 -0.194 -0.353
C 0.75688 3.96981 -3.01925 0.018 1.179 0.207
O 1.88610 4.73152 -3.09611 -0.434 -1.766 0.601
C 1.87600 5.82702 -3.98819 0.476 0.489 0.680
C 1.47366 7.09606 -3.25611 0.854 0.263 0.364
C 0.91022 2.74212 -2.19466 1.150 0.413 0.357
H 1.17577 5.58312 -4.75223 -0.415 0.118 -0.920
H 2.90563 5.83478 -4.34833 -0.166 0.372 -0.255
H 0.49379 6.94967 -2.82070 -0.322 0.116 -0.053
H 1.47178 7.95230 -3.94293 -0.123 -0.181 0.167
H 2.17242 7.32762 -2.41632 -0.371 -0.276 -0.684
H 0.80140 1.85808 -2.82433 0.057 0.175 0.035
H 0.04831 2.76213 -1.50582 0.685 -0.280 -0.011
H 1.94106 2.77744 -1.73390 -1.293 -0.276 -0.118
O 2.71409 -2.40141 6.59306 2.530 -0.201 0.265
C 1.57161 -2.28749 6.33472 -2.604 0.121 1.120
O 0.74814 -1.39732 6.92282 -0.128 0.585 -0.079
C 1.20633 -0.66430 8.08506 0.806 -0.546 -0.549
C 0.74476 -1.43218 9.26460 1.441 -0.483 1.330
C 0.75087 -3.15295 5.47119 -0.748 -0.170 -2.599
H 0.79974 0.31023 8.00487 -0.303 0.942 -0.202
H 2.30274 -0.63075 8.07706 -0.310 0.283 -0.124
H -0.26221 -1.74069 9.20715 -1.256 -0.187 -0.143
H 0.92541 -0.96010 10.24227 -0.102 0.247 -0.451
H 1.37788 -2.31727 9.28204 -0.173 -0.414 0.155
H 0.04652 -3.81800 6.00291 0.305 0.680 -0.024
H 1.40233 -3.77817 4.86436 0.148 -0.167 0.131
H 0.20866 -2.51367 4.69495 0.351 -0.770 1.209
O -3.27703 -4.55125 0.15367 0.057 -0.401 1.651
C -3.63874 -4.89175 1.28398 -0.502 0.556 -2.575
O -4.00782 -4.01726 2.20303 0.737 0.586 0.939
C -3.61381 -2.64856 1.96407 0.018 0.692 -0.876
C -3.94158 -1.76992 3.12860 0.763 -1.233 1.219
C -3.89421 -6.32040 1.65209 0.573 0.966 -1.230
H -4.02231 -2.33030 1.02402 -0.920 0.138 -0.359
H -2.56093 -2.52033 1.73672 0.355 -0.855 0.530
H -4.96289 -1.79696 3.42846 -0.970 -0.288 0.102
H -3.71148 -0.72859 2.96825 0.563 0.148 -0.200
H -3.33809 -2.21452 3.96464 -0.496 0.903 -0.352
H -3.97607 -6.42651 2.68855 -0.175 -0.404 1.501
H -3.06059 -6.84864 1.22918 0.305 -0.605 0.016
H -4.78409 -6.62800 1.13139 -0.434 -0.208 -0.086
O -2.31430 3.64813 4.19978 -0.947 -0.152 -0.209
C -1.21525 3.79400 4.63958 1.627 -0.908 0.940
O -0.37467 2.79348 4.98443 0.305 1.395 0.873
C -0.79141 1.45566 5.04791 -0.821 -0.941 -0.608
C -1.85341 1.04945 6.06623 0.012 0.284 -0.246
C -0.59033 5.11917 4.93727 -0.118 -0.119 -0.292
H 0.09937 0.84340 5.16620 0.174 0.255 0.246
H -1.17618 1.24791 4.06597 -0.305 -0.532 -0.596
H -1.67752 1.32622 7.08326 0.803 0.179 0.747
H -1.93257 -0.03346 6.03383 -0.069 -0.142 -0.056
H -2.82304 1.48765 5.88653 -0.361 0.069 -0.591
H -1.33742 5.66629 5.46532 -0.398 0.487 0.784
H -0.54106 5.62815 4.00583 0.320 0.541 -1.015
H 0.37876 5.14699 5.42536 -0.135 -0.383 0.076
O 4.06917 -0.13662 0.43613 1.215 -0.328 -0.262
C 5.29802 -0.26912 0.44326 -2.593 0.104 -0.113
O 6.05388 -0.34865 -0.61371 0.865 0.235 -2.057
C 5.50705 -0.33512 -2.00527 -1.339 -1.963 2.511
C 6.23066 -1.32127 -2.83491 1.030 -0.562 0.754
C 6.10703 -0.37160 1.65926 1.381 1.910 -0.858
H 5.47645 0.62606 -2.39124 0.339 1.991 -0.440
H 4.46730 -0.66625 -1.89673 0.156 0.268 -0.137
H 5.74623 -1.31728 -3.78533 -0.005 0.039 -0.981
H 6.06175 -2.30278 -2.39592 0.206 -0.198 -0.008
H 7.32478 -1.15557 -2.88972 -0.657 0.038 -0.198
H 6.93256 0.37165 1.54532 -0.403 -0.679 0.318
H 6.49725 -1.33687 1.67144 0.949 -1.681 0.165
H 5.56722 -0.18157 2.52970 -1.040 0.342 1.334
C 2.34646 -4.29694 -0.61720 -0.590 1.360 -0.108
C 2.20448 -3.76819 0.84366 -0.622 -1.478 -0.163
C 3.46710 -4.13159 1.68042 -0.393 -0.200 -2.205
S 4.77699 -4.34708 0.38771 0.883 -0.717 -0.205
O 5.00265 -5.79289 0.27423 -0.186 1.414 0.142
O 5.94742 -3.45579 0.43896 -1.569 -0.856 0.447
C 3.73419 -3.84680 -0.97390 0.467 0.913 -0.987
H 1.57440 -3.80014 -1.30632 1.038 -0.801 1.047
H 2.27644 -5.37218 -0.70037 -0.209 -0.299 0.107
H 1.30228 -4.23192 1.25474 0.214 0.099 0.365
H 1.98967 -2.72048 0.80126 0.315 0.697 0.185
H 3.35595 -5.07424 2.18060 0.131 -0.486 0.120
H 3.78118 -3.39395 2.35031 0.365 1.257 1.026
H 4.15877 -4.31759 -1.87081 -0.020 0.201 0.215
H 3.76377 -2.72406 -1.05881 0.181 -0.993 0.109
C 2.92715 -0.27099 4.21016 -0.058 0.211 -2.117
C 2.50579 0.88049 3.21439 -0.663 -0.587 0.348
C 2.90618 2.18852 3.79987 1.139 0.482 0.111
S 3.42474 1.92299 5.47464 -1.152 0.652 1.783
O 2.28345 1.89430 6.41051 1.195 -0.432 -1.286
O 4.50543 2.82283 5.81937 -0.084 -0.395 -0.257
C 3.98912 0.25247 5.13416 -0.091 -0.326 0.610
H 3.24354 -1.05457 3.49894 0.098 -0.178 0.954
H 2.10897 -0.61078 4.81431 -0.559 -0.085 -0.115
H 1.41983 0.93678 3.10861 0.066 -0.537 -0.286
H 2.99221 0.75646 2.23242 -0.326 -0.100 0.497
H 2.16298 2.95038 3.67482 -0.211 0.559 0.270
H 3.86087 2.49157 3.38833 0.065 0.519 -0.331
H 4.00291 -0.33298 6.06714 0.278 0.377 -0.275
H 4.96708 0.31914 4.67096 0.238 0.083 0.107
C -3.81409 -3.78526 -3.64457 -0.325 -1.386 -0.072
C -4.71474 -2.93049 -4.47566 -0.565 0.963 -0.502
C -4.02886 -2.68313 -5.84137 -0.363 0.365 -0.133
S -2.26115 -3.08565 -5.49998 0.189 -2.257 -1.350
O -1.30192 -2.12028 -6.02316 -0.796 -0.552 0.471
O -2.07224 -4.54060 -5.79585 -0.169 2.539 -0.363
C -2.45924 -3.18055 -3.76491 1.159 0.678 1.103
H -3.79286 -4.81282 -4.06803 -0.004 0.500 0.559
H -4.17036 -3.79171 -2.62837 0.005 -0.291 0.442
H -4.87983 -1.98583 -3.93699 0.017 -0.158 -0.398
H -5.67916 -3.42008 -4.60464 -0.073 0.145 -0.101
H -4.19431 -1.65836 -6.25836 0.505 -0.855 0.507
H -4.42000 -3.42422 -6.54651 0.521 0.116 -0.082
H -2.43376 -2.18147 -3.30638 0.167 -0.222 -0.166
H -1.65001 -3.83965 -3.41208 -0.215 0.423 -0.037
C -2.84398 3.27774 -5.59920 0.938 0.525 -0.271
C -2.75191 2.19438 -6.69039 0.370 -0.628 1.592
C -1.65328 1.25076 -6.15962 -0.403 -0.375 -1.691
S -2.12019 1.07189 -4.47801 2.826 -0.540 0.982
O -0.91255 0.85342 -3.66763 -1.506 0.226 -0.747
O -3.13457 0.06250 -4.48163 -1.154 -0.892 0.409
C -2.86875 2.64525 -4.18535 -0.142 0.374 -0.021
H -3.70239 3.87611 -5.81696 -0.565 0.593 0.278
H -1.93995 3.92021 -5.69289 -0.571 -0.304 0.203
H -2.63139 2.59701 -7.66376 0.693 0.465 -0.827
H -3.66199 1.63484 -6.75530 -0.775 -0.392 0.178
H -0.66348 1.67680 -6.29720 0.108 0.069 0.345
H -1.67693 0.21569 -6.58011 0.086 0.785 0.354
H -2.28219 3.15079 -3.39077 -0.285 -0.089 -0.747
H -3.88850 2.44735 -3.83328 0.246 -0.024 -0.098
C -4.30845 3.28957 1.77741 0.227 0.053 1.677
C -4.09173 4.18786 0.62454 0.116 0.706 -2.104
C -2.59441 4.49283 0.66157 -0.443 0.962 -0.724
S -1.86564 2.92592 0.87329 1.925 -0.720 0.626
O -0.67804 3.05721 1.72507 -0.717 -0.170 -0.952
O -1.73602 2.28848 -0.42776 -0.055 0.358 0.244
C -3.20098 2.22146 1.73789 -1.591 -1.097 1.461
H -5.29025 2.85547 1.76712 -0.426 -0.346 0.086
H -4.18892 3.87723 2.70619 -0.138 -0.350 -0.291
H -4.63166 5.12371 0.59579 -0.321 0.272 0.593
H -4.43126 3.71673 -0.31870 0.618 -0.102 0.258
H -2.39669 5.15947 1.50751 0.225 -0.363 -0.007
H -2.16080 4.91320 -0.24758 -0.122 0.053 0.006
H -2.88229 1.87715 2.72805 0.173 0.694 -0.141
H -3.57936 1.28479 1.33919 0.289 0.168 -0.924
C 0.90625 -0.65165 -1.09934 0.630 1.250 0.604
C -0.45910 -1.18084 -1.39050 -1.289 0.227 1.200
C -1.01248 -1.82263 -0.09978 2.156 -1.105 -0.416
S -0.42743 -0.83873 1.23130 -1.119 3.260 -1.020
O 0.25059 -1.58994 2.23644 0.266 -1.018 1.118
O -1.52111 0.07462 1.62400 1.148 -1.229 0.009
C 0.80522 0.06212 0.23732 -1.088 1.145 0.777
H 1.28513 0.11162 -1.78730 -0.146 -0.639 -0.290
H 1.63387 -1.43539 -1.00446 0.482 -0.514 -0.211
H -0.51474 -1.94463 -2.10735 0.261 -0.900 -1.295
H -1.14109 -0.40911 -1.70213 -0.122 0.527 -0.154
H -0.40885 -2.73929 0.08328 -0.733 0.024 -0.257
H -2.05687 -2.02639 -0.10823 -0.588 -0.080 0.144
H 1.69040 0.21480 0.82861 0.506 -0.593 0.000
H 0.39896 1.09212 0.15664 -0.134 -0.666 -0.260